## i
The following is a DFT calculation (wB97M-V/def2-TZVPD) of the molecule C4H7NS2.

```
14
Properties=species:S:1:pos:R:3:mulliken_charge:R:1
C 2.197 0.123 -0.074 0.04
C -0.553 -0.267 0.525 -0.64
C 0.083 -0.848 -0.752 -0.54
C -0.168 1.146 0.741 -0.27
N 1.534 -0.806 -0.693 -0.08
S 3.717 0.549 0.137 -0.35
S -0.639 2.345 -0.429 -0.20
H -1.638 -0.388 0.413 0.33
H -0.231 -0.853 1.389 0.28
H -0.231 -1.884 -0.891 0.38
H -0.263 -0.260 -1.612 0.27
H 0.118 1.508 1.710 0.40
H 2.006 -1.556 -1.194 0.24
H -0.098 3.387 0.207 0.13
```

Results
- HOMO-LUMO gap (spin up / spin down) (eV) = 7.6 / 7.0
- charge = 0
- spin multiplicity = 1
- HOMO level (spin up / spin down) (eV) = -7.17 / -7.05

---

## ii
The following is a DFT calculation (wB97M-V/def2-TZVPD) of the molecule C4H7NS2.

```
14
Properties=species:S:1:pos:R:3:mulliken_charge:R:1
C -0.872 -0.748 -0.141 -0.73
C 0.521 -0.542 -0.070 1.18
C -2.414 1.633 -0.055 -0.24
C 1.440 -1.724 -0.074 -1.17
N 1.278 0.507 -0.057 -0.40
S -2.474 -0.079 -0.029 0.06
S 1.063 2.138 0.099 -0.15
H -1.123 -1.791 -0.150 0.19
H -1.415 2.121 0.105 -0.07
H -3.464 2.011 -0.006 0.29
H 0.902 -2.550 0.278 0.40
H 2.173 -1.440 0.698 0.30
H 2.114 -1.951 -0.967 0.23
H 2.271 2.415 0.368 0.11
```

Results
- HOMO-LUMO gap (spin up / spin down) (eV) = 7.4 / 6.7
- charge = 0
- spin multiplicity = 1
- HOMO level (spin up / spin down) (eV) = -7.64 / -7.61

---

Most stable to least stable, the ends of the list are i and ii.

---

## i
The following is a DFT calculation (wB97M-V/def2-TZVPD) of the molecule C4H7NS2.

```
14
Properties=species:S:1:pos:R:3:mulliken_charge:R:1
C 0.057 0.633 0.905 -0.23
C -1.045 0.845 -0.082 -0.37
C -1.447 -0.371 -0.769 -0.81
C 2.103 -0.576 0.276 -0.03
N 1.262 0.278 0.612 -0.07
S 3.749 -0.284 -0.324 -0.18
S -2.153 -1.642 0.301 -0.27
H -0.021 0.991 1.915 0.40
H -1.734 1.460 0.513 0.28
H -0.613 1.368 -1.013 0.22
H -0.648 -0.829 -1.212 0.40
H -2.223 -0.229 -1.453 0.37
H 3.826 0.986 0.051 0.12
H -1.113 -2.630 0.278 0.15
```

Results
- HOMO-LUMO gap (spin up / spin down) (eV) = 8.2 / 8.2
- charge = 0
- spin multiplicity = 1
- HOMO level (spin up / spin down) (eV) = -8.01 / -8.01

---

## ii
The following is a DFT calculation (wB97M-V/def2-TZVPD) of a structure of composition C4H7NS2.

```
14
Properties=species:S:1:pos:R:3:mulliken_charge:R:1
C -0.317 -2.011 1.423 -0.01
C -0.116 -0.587 -1.010 -0.35
C 0.449 0.368 -0.117 -0.05
C 0.764 1.772 -0.563 -0.43
H 0.764 -1.310 1.795 0.19
H 0.522 -1.320 -1.530 0.34
H -0.908 -0.093 -1.718 0.21
H 1.182 -0.068 0.664 0.17
H -0.034 2.426 -1.609 0.21
H 1.712 2.239 -0.158 0.23
H -1.113 1.712 0.121 0.28
N -0.235 1.586 0.592 -0.54
S -1.379 -3.205 2.125 -0.23
S -1.291 -1.510 -0.015 -0.02
```

Results
- HOMO-LUMO gap (eV) = 7.7
- charge = 0
- spin multiplicity = 1
- HOMO level (eV) = -8.43

---

Most stable to least stable, the ends of the list are i and ii.

---

## i
The following is a DFT calculation (wB97M-V/def2-TZVPD) of the molecule C4H7NS2.

```
14
Properties=species:S:1:pos:R:3:mulliken_charge:R:1
C 0.623 -1.089 -1.171 0.41
C 1.378 -1.985 -0.653 -0.76
C -1.385 1.644 2.196 -0.83
C -0.034 -0.061 -1.852 -0.55
N -1.146 -0.663 0.896 -0.61
S 0.321 1.502 -0.973 -0.23
S -0.589 0.718 1.029 0.35
H 1.424 -2.263 0.334 0.35
H 1.988 -2.573 -1.288 0.28
H -1.096 2.720 2.246 0.23
H -2.284 1.235 2.396 0.34
H 0.184 0.007 -2.847 0.46
H -1.059 -0.142 -1.757 0.36
H 0.674 0.764 1.537 0.18
```

Results
- HOMO-LUMO gap (spin up / spin down) (eV) = 5.7 / 5.7
- charge = 0
- spin multiplicity = 1
- HOMO level (spin up / spin down) (eV) = -7.51 / -7.51

---

## ii
The following is a DFT calculation (wB97M-V/def2-TZVPD) of a cluster of 2 separate species, C4H7NS2 in total.

```
14
Properties=species:S:1:pos:R:3:mulliken_charge:R:1
C -0.053 -1.056 0.526 -0.46
C -1.146 -1.318 -1.466 -0.29
C -0.380 0.328 0.282 0.62
C -0.116 1.323 1.367 -1.10
N -0.475 -1.928 -0.398 -0.45
S -1.395 0.488 -1.030 -0.12
S 2.382 0.243 -0.791 -0.31
H 0.809 -1.271 1.170 0.37
H -0.410 -1.345 -2.315 0.30
H -2.192 -1.679 -1.680 0.35
H 0.574 0.768 1.934 0.34
H -0.791 1.729 2.096 0.37
H 0.546 2.169 1.108 0.31
H 2.645 1.547 -0.803 0.08
```

Results
- HOMO-LUMO gap (spin up / spin down) (eV) = 5.7 / 7.7
- charge = 0
- spin multiplicity = 1
- HOMO level (spin up / spin down) (eV) = -7.51 / -8.78

---

Most stable to least stable, the ends of the list are ii and i.

---

## i
The following is a DFT calculation (wB97M-V/def2-TZVPD) of a cluster of 10 separate species, C15H50N8O10 in total.

```
83
Properties=species:S:1:pos:R:3:mulliken_charge:R:1
N -0.382 2.945 1.735 -0.12
C -0.183 4.252 1.319 0.16
N 0.281 4.311 0.093 -0.13
O -0.321 5.329 2.126 -0.77
H -0.634 2.775 2.697 0.55
H -0.215 2.108 1.173 -0.38
H 0.422 5.257 -0.304 0.21
H 0.522 3.499 -0.596 0.16
N 1.036 -0.877 -3.652 -0.14
C 0.148 -0.541 -4.549 0.52
N 0.541 0.454 -5.248 -0.36
O -1.022 -1.256 -4.745 -0.69
H 0.875 -1.770 -2.989 0.14
H 1.853 -0.328 -3.549 0.28
H -0.159 0.920 -5.879 0.30
H 1.446 0.973 -5.150 0.20
N -0.514 0.345 0.827 2.22
C 0.555 0.056 1.433 -0.09
N 1.408 -0.405 0.619 1.93
O 0.835 0.199 2.755 -0.84
H -1.304 0.634 1.350 0.30
H -0.773 0.067 -0.100 -1.22
H 2.413 -0.386 0.831 -0.89
H 1.079 -0.936 -0.148 -0.55
N -4.881 1.985 2.472 -0.40
C -3.620 1.982 2.149 0.32
N -3.024 3.126 2.021 -0.26
O -2.872 0.781 2.017 -0.71
H -5.256 1.050 2.714 0.28
H -5.396 2.758 2.844 0.20
H -1.981 3.017 1.767 0.24
H -3.442 4.084 2.324 0.23
C -1.820 -2.971 2.327 -1.08
C -3.136 -2.361 1.846 0.27
O -4.126 -3.304 1.440 -0.63
H -2.085 -3.442 3.205 0.58
H -1.070 -2.246 2.521 0.19
H -1.381 -3.706 1.638 0.20
H -3.032 -1.640 1.025 -0.15
H -3.630 -1.849 2.693 0.32
H -4.932 -2.872 1.158 0.32
C -1.053 -3.231 -1.287 -0.34
C 0.327 -3.724 -1.543 -0.68
O 1.285 -2.708 -1.486 -0.55
H -1.422 -2.622 -2.204 0.23
H -1.070 -2.475 -0.484 -0.36
H -1.742 -4.073 -1.099 0.49
H 0.282 -4.354 -2.425 0.39
H 0.492 -4.413 -0.723 0.50
H 2.108 -3.198 -1.626 0.20
C 2.798 2.462 -0.914 -1.63
C 1.802 1.875 -2.033 1.20
O 0.522 2.189 -1.665 -0.58
H 2.876 3.556 -1.114 0.48
H 3.802 2.027 -1.007 0.41
H 2.498 2.285 0.146 0.25
H 1.813 0.831 -2.104 -0.88
H 1.995 2.258 -3.018 0.38
H -0.178 1.716 -2.144 0.22
C -2.730 1.900 -1.224 -0.05
C -2.271 0.983 -2.380 -1.72
O -1.519 -0.084 -1.910 -0.15
H -3.413 2.699 -1.437 0.55
H -1.858 2.339 -0.883 -0.39
H -3.196 1.145 -0.589 0.01
H -1.659 1.406 -3.093 0.76
H -3.037 0.518 -2.910 0.65
H -1.300 -0.677 -2.682 -0.09
C 4.318 -0.400 2.415 -0.76
C 4.833 -0.266 1.001 -0.23
O 4.013 -1.094 0.129 -0.52
H 4.675 0.496 2.923 0.37
H 4.673 -1.304 2.977 0.23
H 3.229 -0.405 2.428 0.21
H 5.812 -0.660 0.945 0.41
H 4.901 0.802 0.749 0.13
H 3.992 -0.727 -0.729 0.23
C 1.976 -2.969 2.790 -0.67
O 1.586 -2.982 1.465 -0.54
H 2.013 -4.067 3.028 0.32
H 1.343 -2.363 3.469 0.22
H 3.014 -2.634 2.832 0.14
H 1.249 -2.074 1.208 0.45
```

Results
- HOMO-LUMO gap (eV) = 8.8
- charge = 0
- spin multiplicity = 1
- HOMO level (eV) = -8.99

---

## ii
The following is a DFT calculation (wB97M-V/def2-TZVPD) of a cluster of 10 separate species, C15H50N8O10 in total.

```
83
Properties=species:S:1:pos:R:3:mulliken_charge:R:1
N 0.007 5.401 -4.588 -0.42
C -0.467 4.738 -5.631 0.61
N -1.681 5.257 -5.855 -0.37
O 0.164 3.895 -6.219 -0.61
H 1.002 5.545 -4.494 0.24
H -0.514 6.227 -4.332 0.18
H -2.245 4.814 -6.566 0.21
H -2.011 6.063 -5.345 0.16
N 7.557 3.568 -3.517 -0.39
C 7.050 4.423 -4.324 0.64
N 7.329 4.225 -5.552 -0.39
O 6.274 5.301 -3.947 -0.69
H 8.309 3.009 -3.892 0.18
H 7.435 3.705 -2.524 0.23
H 6.911 4.857 -6.220 0.23
H 7.699 3.320 -5.805 0.19
N 2.148 -2.540 -5.576 -0.39
C 1.850 -3.162 -6.651 0.61
N 1.868 -4.442 -6.467 -0.39
O 1.637 -2.643 -7.739 -0.66
H 2.239 -2.941 -4.654 0.19
H 2.068 -1.554 -5.778 0.24
H 1.932 -4.680 -5.488 0.17
H 1.343 -4.992 -7.132 0.24
N 2.233 0.732 0.050 -0.43
C 1.096 0.309 0.560 0.62
N 0.069 0.481 -0.225 -0.38
O 1.015 -0.212 1.625 -0.63
H 3.012 0.645 0.688 0.23
H 2.208 1.424 -0.685 0.19
H 0.240 1.036 -1.051 0.17
H -0.850 0.347 0.170 0.23
C -2.864 5.828 2.582 -0.89
C -1.781 6.692 3.285 -0.27
O -2.284 7.195 4.494 -0.52
H -3.151 4.905 3.085 0.29
H -2.473 5.439 1.642 0.30
H -3.792 6.398 2.530 0.27
H -1.604 7.611 2.726 0.22
H -0.790 6.238 3.325 0.30
H -2.195 6.615 5.254 0.30
C -0.427 -7.475 6.215 -1.10
C -0.149 -6.812 4.911 -0.14
O 1.099 -6.170 4.965 -0.52
H 0.249 -8.330 6.257 0.26
H -1.462 -7.776 6.376 0.35
H -0.221 -6.816 7.058 0.31
H -0.814 -5.956 4.795 0.27
H -0.339 -7.563 4.144 0.26
H 1.063 -5.656 4.155 0.32
C -7.472 3.237 -3.593 -0.93
C -6.408 2.134 -3.407 -0.21
O -7.077 1.059 -2.685 -0.51
H -7.925 3.607 -2.674 0.27
H -8.305 2.787 -4.134 0.27
H -7.081 4.095 -4.140 0.32
H -5.599 2.568 -2.820 0.23
H -5.898 1.849 -4.327 0.27
H -6.790 1.069 -1.770 0.30
C -6.735 -3.065 2.721 -1.04
C -5.426 -2.248 2.616 -0.23
O -5.657 -0.930 2.266 -0.50
H -6.525 -4.130 2.618 0.33
H -7.324 -2.873 1.825 0.31
H -7.451 -2.930 3.531 0.34
H -4.773 -2.630 1.831 0.28
H -4.845 -2.313 3.536 0.22
H -6.186 -0.645 3.014 0.30
C 7.555 -3.486 1.239 -0.99
C 7.583 -5.006 1.614 -0.19
O 7.460 -5.940 0.541 -0.53
H 6.527 -3.272 0.945 0.25
H 8.298 -3.215 0.489 0.29
H 7.701 -2.746 2.026 0.35
H 6.796 -5.262 2.324 0.25
H 8.540 -5.298 2.048 0.26
H 7.591 -6.790 0.967 0.32
C -0.996 -1.221 7.410 -0.55
O -1.098 0.002 6.699 -0.49
H -0.876 -1.139 8.490 0.25
H -1.802 -1.905 7.145 0.22
H -0.022 -1.659 7.195 0.25
H -0.773 -0.227 5.826 0.32
```

Results
- HOMO-LUMO gap (eV) = 9.7
- charge = 0
- spin multiplicity = 1
- HOMO level (eV) = -9.67

---

Most stable to least stable, the ends of the list are ii and i.

---

## i
The following is a DFT calculation (wB97M-V/def2-TZVPD) of the molecule C2H6NP.

```
10
Properties=species:S:1:pos:R:3:mulliken_charge:R:1
P -0.327 1.649 1.010 -0.05
N 0.176 0.016 0.518 -0.21
C -0.329 -0.975 -0.305 -0.38
C 1.169 -0.484 -0.313 -0.39
H -1.614 1.226 1.402 0.05
H -0.845 2.209 -0.182 0.02
H -0.810 -0.783 -1.221 0.23
H -0.783 -1.830 0.150 0.21
H 2.017 -0.894 0.217 0.24
H 1.346 -0.135 -1.276 0.27
```

Results
- HOMO-LUMO gap (eV) = 10.2
- charge = 0
- spin multiplicity = 1
- HOMO level (eV) = -9.08

---

## ii
The following is a DFT calculation (wB97M-V/def2-TZVPD) of a cluster of 2 separate species, C2H6NP in total.

```
10
Properties=species:S:1:pos:R:3:mulliken_charge:R:1
C -0.560 -0.041 -0.288 0.06
C 1.748 -0.085 0.080 -0.56
N 0.444 -0.593 0.236 -0.38
P -2.291 -0.473 -0.148 -0.05
H -0.399 1.140 -1.196 0.10
H 2.352 -0.970 -0.095 0.20
H 1.876 0.337 1.065 0.24
H 1.719 0.631 -0.777 0.32
H -2.617 0.837 -0.015 0.03
H -2.272 -0.783 1.139 0.03
```

Results
- HOMO-LUMO gap (eV) = 10.4
- charge = 0
- spin multiplicity = 1
- HOMO level (eV) = -9.23

---

Most stable to least stable, the ends of the list are i and ii.

---

## i
The following is a DFT calculation (wB97M-V/def2-TZVPD) of a cluster of 2 separate species, C2H6NP in total.

```
10
Properties=species:S:1:pos:R:3:mulliken_charge:R:1
C -0.138 -0.046 -1.267 0.12
C 0.864 -0.148 -0.274 -1.07
N -0.334 1.170 -1.642 -0.54
P -0.470 0.060 2.764 0.01
H -0.888 -0.813 -1.556 0.34
H 0.947 -1.002 0.445 0.54
H 1.481 0.647 -0.328 0.33
H -1.019 1.281 -2.360 0.23
H 0.453 -0.956 2.780 0.01
H -0.897 -0.193 1.439 0.02
```

Results
- HOMO-LUMO gap (spin up / spin down) (eV) = 7.4 / 8.3
- charge = 0
- spin multiplicity = 1
- HOMO level (spin up / spin down) (eV) = -8.72 / -8.99

---

## ii
The following is a DFT calculation (wB97M-V/def2-TZVPD) of the molecule C2H6NP.

```
10
Properties=species:S:1:pos:R:3:mulliken_charge:R:1
H -0.471 -3.133 0.605 0.05
P -0.964 -1.829 0.330 -0.01
N 0.451 -1.173 0.251 -0.18
C 0.728 0.176 -0.026 -0.18
C -0.429 1.148 -0.144 -1.18
H 1.492 0.521 0.677 0.28
H 1.350 0.142 -1.186 0.19
H -1.014 1.129 0.777 0.35
H -0.068 2.161 -0.312 0.33
H -1.076 0.858 -0.971 0.34
```

Results
- HOMO-LUMO gap (eV) = 8.7
- charge = 0
- spin multiplicity = 1
- HOMO level (eV) = -8.81

---

Most stable to least stable, the ends of the list are ii and i.